ORCA calculation (the ωB97M-V functional and the def2-TZVPD basis) on a 8-piece molecular cluster, C45H59FN7O2P2 overall.

Last columns: bonded neighbours and bond lengths (Å).
Atoms and positions in Å:
1 C 3.61492 0.55785 0.34474  C2 1.652, H16 1.171, H17 1.190, H18 1.193
2 C 3.56771 1.17482 -1.18735  C1 1.652, F3 1.481, C4 1.652, H19 1.194
3 F 3.87925 2.62264 -1.16414  C2 1.481
4 C 2.19685 0.78367 -2.02228  C2 1.652, P5 1.917, H20 1.160, H21 1.193
5 P 0.66291 1.83100 -1.54753  C4 1.917, C6 1.897, P13 2.177, H22 1.467, H23 1.474, H24 1.470
6 C -0.44484 0.33327 -1.18945  P5 1.897, C7 1.656, H25 1.195, H26 1.178
7 C -1.83966 0.25369 -2.07902  C6 1.656, C8 1.652, H27 1.193, H28 1.167
8 C -3.01243 -0.48702 -1.18153  C7 1.652, C9 1.656, H29 1.171, H30 1.192
9 C -4.52080 0.15610 -1.41413  C8 1.656, O10 1.471, H31 1.176, H32 1.183
10 O -4.75998 1.33228 -0.56386  C9 1.471, C11 1.471
11 C -5.61469 1.01793 0.59119  O10 1.471, O12 1.357, H33 1.182
12 O -6.40359 2.01069 1.07330  C11 1.357
13 P -0.79718 3.30089 -0.87915  P5 2.177, C14 1.889, C15 1.885
14 C -1.88093 4.01368 -2.25277  P13 1.889, H34 1.192, H35 1.189, H36 1.176
15 C -1.69212 2.86679 0.72154  P13 1.885, H37 1.170, H38 1.194, H39 1.194
16 H 3.13615 -0.50543 0.45059  C1 1.171
17 H 4.72099 0.59385 0.78239  C1 1.190
18 H 2.98575 1.26813 1.06865  C1 1.193
19 H 4.47214 0.65454 -1.76725  C2 1.194
20 H 2.07605 -0.36819 -1.95437  C4 1.160
21 H 2.43847 1.03335 -3.16402  C4 1.193
22 H 0.16228 1.82108 -2.92649  P5 1.467
23 H 1.47462 2.98953 -1.96008  P5 1.474
24 H 1.21707 1.87263 -0.18672  P5 1.470
25 H -0.79980 0.35689 -0.04899  C6 1.195
26 H 0.05073 -0.72824 -1.31730  C6 1.178
27 H -1.63183 -0.47393 -3.00094  C7 1.193
28 H -2.17480 1.26882 -2.54659  C7 1.167
29 H -2.81812 -0.46547 -0.02666  C8 1.171
30 H -3.10589 -1.63865 -1.47543  C8 1.192
31 H -4.69094 0.46283 -2.53680  C9 1.176
32 H -5.31196 -0.66409 -1.09681  C9 1.183
33 H -5.63340 -0.04458 1.10817  C11 1.182
34 H -1.17785 4.23681 -3.18856  C14 1.192
35 H -2.26845 5.07942 -1.89416  C14 1.189
36 H -2.79558 3.35608 -2.59009  C14 1.176
37 H -2.83047 2.60808 0.64318  C15 1.170
38 H -1.16747 1.99307 1.34300  C15 1.194
39 H -1.62537 3.81834 1.43924  C15 1.194
40 N 9.47917 1.66283 -3.03814  C41 1.351, C45 1.351
41 C 9.46282 0.90990 -4.15983  N40 1.351, C42 1.386, H46 1.086
42 C 8.30205 0.50281 -4.79783  C41 1.386, C43 1.391, H47 1.084
43 C 7.08173 0.88672 -4.25201  C42 1.391, C44 1.391, H48 1.086
44 C 7.06588 1.66071 -3.09624  C43 1.391, C45 1.386, H49 1.084
45 C 8.27911 2.02163 -2.53258  N40 1.351, C44 1.386, H50 1.086
46 H 10.43983 0.63312 -4.54520  C41 1.086
47 H 8.34836 -0.09931 -5.69814  C42 1.084
48 H 6.15072 0.58557 -4.72338  C43 1.086
49 H 6.13143 1.97572 -2.64588  C44 1.084
50 H 8.31942 2.62827 -1.63221  C45 1.086
51 N -3.50037 -2.55753 1.22179  C52 1.351, C56 1.351
52 C -4.67693 -3.22021 1.26545  N51 1.351, C53 1.386, H57 1.086
53 C -4.81577 -4.51324 1.74394  C52 1.386, C54 1.391, H58 1.084
54 C -3.67930 -5.17079 2.20281  C53 1.391, C55 1.391, H59 1.086
55 C -2.45279 -4.51531 2.16888  C54 1.391, C56 1.386, H60 1.084
56 C -2.41492 -3.22098 1.67573  N51 1.351, C55 1.386, H61 1.086
57 H -5.53377 -2.66614 0.89329  C52 1.086
58 H -5.78632 -4.99603 1.75805  C53 1.084
59 H -3.74868 -6.18547 2.58393  C54 1.086
60 H -1.54859 -5.00045 2.51863  C55 1.084
61 H -1.48204 -2.66588 1.63206  C56 1.086
62 N 13.69467 2.04691 -2.80376  C63 1.351, C67 1.351
63 C 12.78821 1.05814 -2.64238  N62 1.351, C64 1.386, H68 1.086
64 C 13.08482 -0.17598 -2.08640  C63 1.386, C65 1.391, H69 1.084
65 C 14.39125 -0.41487 -1.67328  C64 1.391, C66 1.391, H70 1.086
66 C 15.34782 0.58320 -1.82807  C65 1.391, C67 1.386, H71 1.084
67 C 14.95431 1.78628 -2.39166  N62 1.351, C66 1.386, H72 1.086
68 H 11.78369 1.29164 -2.98308  C63 1.086
69 H 12.31602 -0.93265 -1.97854  C64 1.084
70 H 14.66183 -1.37069 -1.23413  C65 1.086
71 H 16.37459 0.42806 -1.51670  C66 1.084
72 H 15.66330 2.59773 -2.53024  C67 1.086
73 N -0.46049 -0.11935 3.41816  C74 1.351, C78 1.351
74 C -1.65329 -0.22210 4.04429  N73 1.351, C75 1.386, H79 1.086
75 C -1.82566 -0.82568 5.27966  C74 1.386, C76 1.391, H80 1.084
76 C -0.70861 -1.36103 5.91220  C75 1.391, C77 1.391, H81 1.086
77 C 0.53326 -1.27248 5.29169  C76 1.391, C78 1.386, H82 1.084
78 C 0.60603 -0.64676 4.05755  N73 1.351, C77 1.386, H83 1.086
79 H -2.49498 0.20777 3.50909  C74 1.086
80 H -2.80707 -0.87751 5.73726  C75 1.084
81 H -0.80480 -1.84305 6.88073  C76 1.086
82 H 1.42284 -1.68023 5.75822  C77 1.084
83 H 1.55329 -0.54930 3.53457  C78 1.086
84 N -1.06049 -2.88080 8.81093  C85 1.351, C89 1.351
85 C -2.25329 -2.98354 9.43706  N84 1.351, C86 1.386, H90 1.086
86 C -2.42566 -3.58712 10.67243  C85 1.386, C87 1.391, H91 1.084
87 C -1.30861 -4.12248 11.30497  C86 1.391, C88 1.391, H92 1.086
88 C -0.06674 -4.03392 10.68446  C87 1.391, C89 1.386, H93 1.084
89 C 0.00603 -3.40821 9.45032  N84 1.351, C88 1.386, H94 1.086
90 H -3.09498 -2.55368 8.90187  C85 1.086
91 H -3.40707 -3.63895 11.13003  C86 1.084
92 H -1.40480 -4.60449 12.27350  C87 1.086
93 H 0.82284 -4.44167 11.15100  C88 1.084
94 H 0.95329 -3.31075 8.92734  C89 1.086
95 N -6.37344 3.49394 -4.94764  C96 1.351, C100 1.351
96 C -6.26088 4.41073 -5.93362  N95 1.351, C97 1.386, H101 1.086
97 C -5.94373 5.74190 -5.71557  C96 1.386, C98 1.391, H102 1.084
98 C -5.73235 6.16226 -4.40671  C97 1.391, C99 1.391, H103 1.086
99 C -5.84298 5.24191 -3.36949  C98 1.391, C100 1.386, H104 1.084
100 C -6.16084 3.93128 -3.68748  N95 1.351, C99 1.386, H105 1.086
101 H -6.43825 4.03476 -6.93704  C96 1.086
102 H -5.86393 6.43418 -6.54602  C97 1.084
103 H -5.48322 7.19832 -4.19655  C98 1.086
104 H -5.68482 5.53802 -2.33868  C99 1.084
105 H -6.25505 3.17474 -2.91347  C100 1.086
106 N -6.45550 -2.50276 -2.25015  C107 1.351, C111 1.351
107 C -6.47184 -3.25569 -3.37184  N106 1.351, C108 1.386, H112 1.086
108 C -7.63261 -3.66278 -4.00984  C107 1.386, C109 1.391, H113 1.084
109 C -8.85294 -3.27887 -3.46402  C108 1.391, C110 1.391, H114 1.086
110 C -8.86878 -2.50488 -2.30825  C109 1.391, C111 1.386, H115 1.084
111 C -7.65555 -2.14396 -1.74459  N106 1.351, C110 1.386, H116 1.086
112 H -5.49483 -3.53247 -3.75721  C107 1.086
113 H -7.58630 -4.26490 -4.91015  C108 1.084
114 H -9.78394 -3.58002 -3.93539  C109 1.086
115 H -9.80324 -2.18987 -1.85788  C110 1.084
116 H -7.61524 -1.53732 -0.84422  C111 1.086

Calculated values
- F_max: 8.78 eV Å⁻¹
- DFT total energy: -83433.0642 eV
- Net charge: -1
- E_LUMO: 1.83 eV
- HOMO energy: -2.794 eV

Here are the Löwdin charges for atoms 1 to 2, given in e: atom 1 (C): -0.115, atom 2 (C): -0.359